ORCA calculation (the ωB97M-V functional and the def2-TZVPD basis) on a structure of composition C11H21GaNS at a distorted geometry.

The value obtained for the HOMO-LUMO gap is 7.52 eV. The total energy is -76447.5489 eV. Its net charge is -1. Its HOMO energy is -4.56 eV. Its multiplicity is 1.

Geometry (Å):
S  -3.8214  1.1748  1.4593
C  -2.9029  -0.0997  0.4803
C  -2.6216  -1.3580  1.3683
C  -1.9918  -2.5551  0.5077
Ga  0.0318  -2.6950  0.8806
C  1.2249  -2.5039  -0.8105
C  2.5065  -1.6216  -0.4761
C  2.3522  -0.1004  -0.9367
C  1.5191  0.6590  0.1444
N  1.1271  2.0446  -0.2624
C  0.7698  2.3261  -1.5662
C  0.4236  3.7284  -1.5800
C  0.5855  4.2597  -0.2035
C  1.0461  3.1256  0.5899
H  -4.2281  2.0785  0.5094
H  -1.9019  0.3434  0.2225
H  -3.3913  -0.3525  -0.4966
H  -1.8591  -1.0727  2.1411
H  -3.5349  -1.7511  1.8945
H  -2.2759  -2.4681  -0.5723
H  -2.4556  -3.5000  0.9160
H  0.4026  -1.4158  1.8195
H  0.3686  -4.0283  1.7053
H  1.6069  -3.5419  -1.0249
H  0.6745  -2.1665  -1.7269
H  3.4249  -2.0970  -0.9201
H  2.6313  -1.6688  0.6445
H  3.4063  0.2902  -1.0283
H  1.8703  -0.1321  -1.9415
H  2.0170  0.6319  1.1409
H  0.5454  0.1052  0.2444
H  0.7432  1.6193  -2.4144
H  0.0771  4.2658  -2.4830
H  0.3760  5.3014  0.1014
H  1.2539  3.1746  1.6734